C5H10N4 in the gas phase in a non-equilibrium geometry, computed with ωB97M-V/def2-TZVPD.

- maximum force (eV/A) = 2.4
- HOMO (eV) = -8.54
- E_LUMO (eV) = 0.814
- multiplicity = 1
- net charge = 0
- SMILES = [H]/N=C(/N)[C@@]1(C)C(=C)N1N
- relative energy (zero: lowest compared OMol25 entry of this formula, charge and spin) (kcal/mol) = 84.08

Last column: natural (NBO) charge in e.
Atoms and positions in Å:
N (1.097694, 0.494760, 0.509885)  -0.30
H (-1.114185, 1.935580, -1.837191)  0.22
H (1.055277, -1.642161, -1.405228)  0.24
H (0.733475, -2.347451, 0.187870)  0.22
C (-0.017824, -0.363107, -0.016644)  -0.01
H (-0.565821, -2.180832, -1.021360)  0.24
H (-2.275372, 0.343323, 2.374298)  0.40
C (0.257415, 0.882941, -0.650574)  0.17
H (3.045358, 0.816295, 0.620914)  0.36
H (2.653088, -0.764289, 0.688311)  0.35
C (0.320836, -1.703024, -0.596679)  -0.63
N (-2.487642, -0.227743, 0.004993)  -0.74
C (-1.392577, -0.138706, 0.667092)  0.47
C (-0.113305, 1.876626, -1.422214)  -0.44
N (-1.369639, 0.082567, 2.004043)  -0.81
H (0.575702, 2.667074, -1.699658)  0.21
H (-2.306688, -0.342109, -0.995305)  0.34
H (-0.515194, 0.495230, 2.359329)  0.41
N (2.419403, 0.115026, 0.228118)  -0.68

Atomic forces in eV per Å
-1.8097 1.3185 -0.8070
0.1894 -0.4474 -0.3270
-0.0351 0.1964 0.2211
-0.1765 0.0088 -0.0975
-1.2979 0.5997 0.5480
0.0320 0.0566 0.2228
0.3997 0.1898 0.1963
1.3461 0.0592 0.5810
-0.4029 -0.0924 0.0122
-0.2654 0.1971 0.0492
-0.0195 -0.3657 -0.4211
0.5363 0.3213 0.1159
0.3007 -1.4721 -0.3962
0.4140 0.2700 -0.3054
-0.0378 0.0102 0.0442
-0.1497 0.2417 0.4862
0.0058 -0.2341 0.3230
-0.3442 -0.0449 0.0927
1.3148 -0.8124 -0.5385